The following is a DFT calculation (wB97M-V/def2-TZVPD) of a 2-piece molecular cluster, C6H12NO3 overall in a non-equilibrium geometry.

The geometry in XYZ format:
```
22
Properties=species:S:1:pos:R:3:forces:R:3:mulliken_charge:R:1
C -0.836 2.325 0.093 -1.362 -1.281 -1.718 -0.385
C -1.466 1.438 1.185 0.133 0.422 -0.350 -0.785
C 0.645 2.305 -0.080 1.106 0.076 1.670 0.419
O 1.378 3.283 0.076 -0.326 0.253 -0.491 -0.734
N 1.195 1.080 -0.275 0.051 0.628 0.011 -0.250
H -1.141 1.776 -0.814 -0.103 0.219 -0.030 0.209
H -1.305 3.297 -0.017 0.441 0.326 0.406 0.382
H -0.830 0.566 1.291 0.078 0.004 0.659 0.138
H -2.407 1.015 0.838 -0.103 0.197 -0.163 0.218
H 2.199 1.082 -0.347 -0.096 -0.177 0.036 0.191
H 0.650 0.225 -0.326 -0.341 0.438 -0.694 0.173
H -1.681 2.013 2.086 0.397 -0.306 0.302 0.350
C -0.001 -2.504 -0.226 0.599 1.303 -0.897 -0.221
C 1.305 -1.928 0.340 -0.156 -1.085 0.137 -1.179
C -0.581 -1.682 -1.397 -0.302 -0.369 -1.122 0.334
O -0.946 -0.495 -1.190 0.235 0.070 0.692 -0.671
O -0.658 -2.292 -2.488 0.070 0.107 0.317 -0.769
H 0.305 -3.414 -0.721 -0.592 -0.775 0.460 0.306
H -0.783 -2.532 0.533 0.160 -0.576 0.125 0.257
H 1.204 -0.964 0.814 0.097 -0.091 0.411 0.407
H 2.100 -1.900 -0.407 -0.171 0.298 -0.308 0.284
H 1.655 -2.692 1.034 0.184 0.317 0.547 0.328
```
Positions in Å, forces in eV/Å.

HOMO energy   -4.5 eV
Net charge   -1
DFT total energy   -14051.3884 eV
Spin multiplicity   1
Largest force on an atom   2.54 eV/Å
Relative energy (zero: lowest compared OMol25 entry of this formula, charge and spin)   14.5 kcal per mole
Orbital gap   8.2 eV

***

The following is a DFT calculation (wB97M-V/def2-TZVPD) of a 4-piece molecular cluster, C34H57BrIO16P3 overall in a non-equilibrium geometry.

The geometry in XYZ format:
```
112
Properties=species:S:1:pos:R:3:forces:R:3:mulliken_charge:R:1
C 1.631 -8.775 -2.708 0.471 0.082 0.163 -0.651
C 2.407 -7.882 -1.945 -0.845 0.382 -0.254 -1.059
C 2.235 -6.333 -2.028 -1.081 0.020 1.318 0.834
C 3.334 -5.630 -2.703 -1.440 1.360 0.807 0.435
C 4.584 -6.364 -3.289 -0.752 -0.948 -0.141 -1.422
C 5.857 -6.254 -2.377 0.072 0.924 -0.589 0.307
O 6.605 -5.336 -2.366 -0.482 -0.460 -0.088 -0.393
I 6.396 -7.899 -1.021 -0.481 0.066 -0.325 -0.026
C 3.199 -4.163 -2.844 -1.370 -1.589 1.033 0.191
Br 4.661 -3.269 -3.802 -1.251 -0.308 0.677 -0.130
C 2.043 -3.419 -2.307 0.586 -1.161 -0.662 0.091
C 2.010 -1.865 -2.467 -1.395 -0.445 0.935 -1.154
O 1.992 -1.269 -1.146 0.749 -0.677 -0.443 0.044
C 3.063 -1.773 -0.333 0.706 1.012 0.314 -0.552
C 0.950 -4.148 -1.636 1.489 -1.720 -0.549 0.507
C 1.051 -5.627 -1.494 1.146 1.857 -0.974 0.383
C -0.105 -6.370 -0.812 -1.060 0.142 0.557 0.655
O -0.221 -7.581 -0.783 0.685 0.656 -0.262 -0.573
C -1.265 -5.580 -0.130 0.456 1.035 -0.255 -0.652
C -1.370 -4.235 -0.243 1.196 -1.094 -0.529 -0.636
C -0.316 -3.450 -1.087 -1.079 0.145 0.536 0.607
O -0.594 -2.287 -1.297 0.632 -0.653 -0.219 -0.458
H 2.101 -9.285 -3.595 0.098 -0.990 2.005 0.228
H 0.583 -9.067 -2.461 0.245 1.799 -1.298 0.264
H 3.195 -8.287 -1.263 0.812 0.662 -2.000 0.209
H 4.399 -7.465 -3.438 -0.138 1.167 0.403 0.377
H 4.756 -5.960 -4.327 0.349 -0.119 1.281 0.502
H 2.848 -1.439 -3.069 -0.661 -0.609 0.428 0.373
H 0.998 -1.616 -2.893 1.247 -0.011 0.210 0.193
H 3.969 -1.982 -0.974 -0.830 -0.065 0.766 0.303
H 3.350 -0.942 0.370 -0.297 -0.827 -0.659 0.105
H 2.769 -2.651 0.297 0.221 0.488 -0.744 0.236
H -2.047 -6.136 0.449 1.084 0.162 -0.768 0.370
H -2.220 -3.678 0.218 0.986 -0.244 -0.617 0.482
O -5.583 0.888 -1.884 -3.100 -1.768 -2.074 -0.760
P -6.110 -0.165 -0.937 5.815 2.082 6.376 1.130
O -6.440 0.799 0.359 -0.544 -0.310 -0.502 -0.349
C -7.616 1.598 0.316 -0.241 0.096 0.071 -0.345
C -8.881 0.761 0.414 -0.048 -0.061 -0.048 -0.931
O -4.648 -0.765 -0.451 -0.655 -0.667 -0.693 -0.388
C -3.478 -0.551 -1.243 0.352 0.243 -0.032 0.025
C -2.753 0.716 -0.824 0.071 0.071 0.172 -0.855
O -6.806 -1.469 -0.103 -1.487 0.631 -3.208 -0.303
C -7.387 -2.486 -0.934 -0.091 -0.462 -0.087 -0.282
C -6.368 -3.141 -1.847 0.160 0.029 -0.017 -1.070
H -7.622 2.200 -0.598 0.025 0.041 0.019 0.280
H -7.568 2.282 1.165 0.164 -0.062 -0.029 0.331
H -9.013 0.145 -0.481 -0.069 0.028 0.005 0.194
H -9.760 1.401 0.513 0.056 -0.003 -0.034 0.415
H -8.833 0.087 1.271 0.013 0.066 -0.014 0.241
H -3.730 -0.536 -2.305 -0.059 0.151 0.065 0.362
H -2.818 -1.409 -1.094 -0.205 0.033 0.127 -0.108
H -3.434 1.558 -0.692 -0.077 -0.098 -0.219 0.416
H -1.998 0.989 -1.563 0.012 -0.027 0.055 0.405
H -2.257 0.566 0.138 0.023 -0.047 -0.071 -0.024
H -8.200 -2.046 -1.521 -0.066 -0.137 0.040 0.279
H -7.827 -3.233 -0.270 0.045 0.161 0.104 0.373
H -5.959 -2.423 -2.567 -0.042 -0.029 -0.030 0.310
H -6.824 -3.957 -2.409 -0.011 0.057 0.017 0.438
H -5.527 -3.531 -1.271 -0.080 0.004 0.008 0.218
O 2.955 0.650 4.882 -3.262 -2.178 1.382 -0.801
P 1.776 1.549 4.585 5.072 6.292 -3.721 1.037
O 1.998 1.731 2.962 -0.483 -0.439 0.384 -0.310
C 1.601 0.660 2.114 -0.235 -0.175 -0.280 -0.428
C 0.090 0.509 2.061 -0.034 -0.117 0.040 -0.552
O 2.471 2.961 5.101 -0.761 -0.353 0.686 -0.291
C 3.586 2.933 5.989 0.412 -0.013 -0.030 -0.385
C 4.900 2.924 5.226 0.094 0.141 -0.151 -1.077
O 0.338 2.438 4.454 -0.419 -3.284 1.451 -0.189
C -0.669 2.124 5.430 -0.399 0.136 0.316 -0.331
C -0.203 2.392 6.849 0.161 0.075 0.044 -1.093
H 2.070 -0.271 2.447 0.052 0.011 -0.017 0.491
H 1.976 0.883 1.113 0.078 0.101 0.097 0.154
H -0.305 0.175 3.025 -0.038 -0.032 -0.028 0.234
H -0.198 -0.227 1.306 0.066 0.031 0.013 0.092
H -0.387 1.462 1.826 0.017 -0.055 -0.028 0.238
H 3.513 2.085 6.672 0.048 -0.051 -0.141 0.358
H 3.535 3.834 6.607 -0.185 0.020 -0.152 0.375
H 4.894 2.208 4.403 -0.101 -0.130 0.192 0.270
H 5.730 2.682 5.893 -0.019 0.035 -0.019 0.344
H 5.087 3.904 4.783 0.001 -0.005 0.072 0.289
H -0.962 1.075 5.315 -0.141 0.070 0.008 0.280
H -1.542 2.737 5.203 0.131 0.006 -0.159 0.365
H 0.635 1.740 7.123 -0.050 -0.035 0.024 0.323
H -1.013 2.214 7.559 0.026 -0.028 -0.051 0.427
H 0.144 3.421 6.955 -0.065 -0.040 -0.035 0.252
O 2.517 6.517 -2.235 1.669 -0.347 3.723 -0.814
P 1.924 5.242 -1.680 -4.716 -1.751 -7.208 1.060
O 2.372 4.207 -2.883 0.353 0.089 0.667 -0.346
C 3.723 3.766 -2.919 0.191 -0.186 0.025 -0.388
C 4.048 2.825 -1.770 0.008 -0.007 0.091 -0.926
O 0.359 5.516 -2.143 0.188 0.152 1.060 -0.274
C -0.082 6.837 -2.444 -0.006 0.230 -0.318 -0.392
C 0.088 7.153 -3.921 -0.082 -0.085 -0.198 -1.095
O 1.328 3.918 -0.809 2.465 2.041 1.711 -0.142
C 1.344 4.065 0.622 -0.208 -0.078 0.499 0.700
C 0.487 5.222 1.095 -0.109 0.119 -0.101 -1.284
H 4.395 4.631 -2.911 0.007 0.006 -0.049 0.279
H 3.865 3.244 -3.866 -0.147 0.100 -0.018 0.350
H 4.024 3.352 -0.812 0.061 -0.044 0.011 0.182
H 5.046 2.397 -1.892 -0.026 0.059 -0.008 0.486
H 3.319 2.014 -1.716 0.026 0.027 -0.043 0.192
H 0.433 7.567 -1.818 0.100 -0.043 -0.116 0.339
H -1.143 6.897 -2.183 0.061 -0.226 0.044 0.392
H 1.065 6.850 -4.298 0.053 0.111 0.223 0.291
H -0.041 8.222 -4.103 -0.023 -0.034 -0.002 0.340
H -0.654 6.610 -4.511 -0.021 0.047 0.046 0.288
H 2.379 4.193 0.954 -0.065 -0.139 0.137 0.354
H 0.974 3.133 1.047 0.079 0.004 -0.170 -0.789
H 0.875 6.181 0.732 0.025 0.003 0.055 0.404
H 0.461 5.260 2.185 0.062 -0.038 -0.044 0.410
H -0.534 5.128 0.718 0.054 -0.052 0.026 0.315
```
Positions in Å, forces in eV/Å.

HOMO energy   -8.2 eV
DFT total energy   -174944.6147 eV
Spin multiplicity   1
Largest force on an atom   8.90 eV/Å
SMILES   C=Cc1c(CC(=O)I)c(Br)c(COC)c2c1C(=O)C=CC2=O.CCOP(=O)(OCC)OCC.CCOP(=O)(OCC)OCC.CCOP(=O)(OCC)OCC
Orbital gap   6.6 eV

***

The following is a DFT calculation (wB97M-V/def2-TZVPD) of F12H12N6Na3O30S12 as an isolated structure in a non-equilibrium geometry.

The geometry in XYZ format:
```
75
Properties=species:S:1:pos:R:3:forces:R:3:mulliken_charge:R:1
Na -6.955 12.206 -4.173 -0.860 0.671 0.503 1.168
Na -7.173 5.832 -6.603 -0.118 0.602 -0.024 0.994
Na -5.701 9.967 -4.786 0.914 -1.354 0.011 1.267
N -6.017 10.603 -2.505 5.462 2.964 -1.857 0.090
S -4.573 10.644 -1.596 6.241 0.086 0.339 0.652
O -4.009 9.374 -1.101 -2.851 2.981 -0.840 -0.393
O -4.284 11.892 -0.862 -1.737 -2.476 -1.625 -0.592
F -3.655 10.833 -2.920 -1.036 0.545 0.013 -0.261
S -6.914 10.101 -1.453 -9.822 -7.428 5.977 0.493
O -7.167 10.857 -0.211 1.876 -1.070 -2.313 -0.630
O -6.930 8.588 -1.411 0.859 4.518 0.610 -0.555
F -8.324 10.318 -2.186 0.921 0.470 -0.500 -0.153
N -7.634 10.725 -5.859 0.631 0.934 -5.538 -0.015
S -7.509 11.071 -7.562 3.960 3.510 -3.407 0.738
O -8.396 12.116 -8.042 1.007 -1.928 0.864 -0.571
O -7.091 9.991 -8.497 -1.333 1.740 2.182 -0.724
F -6.096 11.875 -7.498 -0.651 -0.189 0.561 -0.231
S -8.836 9.794 -6.280 -7.108 -6.176 6.193 0.628
O -8.515 8.424 -6.695 0.373 2.182 0.081 -0.499
O -10.113 10.303 -6.750 2.542 0.317 -0.830 -0.559
F -9.227 9.637 -4.717 0.450 -0.403 -0.932 -0.183
N 0.529 9.748 -0.294 2.002 0.810 -6.304 -0.409
S 0.024 9.527 -1.921 -0.419 -0.528 -2.756 1.053
O -1.372 9.737 -2.344 2.607 -0.408 2.011 -0.163
O 0.706 8.418 -2.567 -0.325 1.508 1.352 -0.632
F 0.683 10.843 -2.574 0.524 -0.188 0.633 -0.315
S -0.703 9.338 0.417 -6.028 -3.640 7.724 1.063
O -1.185 7.924 0.305 1.050 3.584 -0.797 -0.570
O -1.647 10.382 0.791 0.616 -1.013 -1.544 -0.576
F 0.028 9.221 1.894 0.464 -0.068 -0.220 -0.389
N -3.534 5.994 -5.194 -2.671 1.968 3.788 -0.432
S -2.203 6.502 -5.694 7.008 -2.365 -4.227 0.895
O -1.019 5.908 -5.043 -2.021 2.496 -0.602 -0.613
O -2.222 7.812 -6.331 0.524 -0.968 1.070 -0.530
F -2.167 5.519 -6.974 -0.541 0.105 -0.882 -0.355
S -3.583 7.090 -3.872 -1.627 -0.318 4.882 1.098
O -3.927 8.471 -4.248 0.812 -2.429 0.560 -0.278
O -2.598 6.776 -2.838 -1.642 1.168 -2.720 -0.486
F -4.933 6.538 -3.182 0.926 0.404 -1.268 -0.279
N -7.897 5.210 -4.454 1.778 4.349 1.982 -0.286
S -9.209 4.526 -4.339 -6.893 -7.510 -4.748 0.905
O -10.221 4.948 -5.333 1.428 -0.397 1.967 -0.652
O -9.691 3.855 -3.144 0.894 1.574 -0.875 -0.598
F -8.556 3.277 -5.184 -0.333 -1.099 -0.150 -0.392
S -8.380 6.413 -3.424 0.483 5.532 1.878 1.204
O -7.918 6.097 -2.114 -0.481 0.174 -0.716 -0.594
O -9.723 7.043 -3.612 3.616 -2.297 0.266 -0.600
F -7.379 7.526 -4.032 -0.677 -0.679 0.430 0.075
N -11.365 13.682 -2.726 -1.488 -1.746 4.783 -0.521
S -10.712 12.736 -3.712 1.215 -0.110 -7.696 1.044
O -11.535 11.745 -4.373 1.133 -0.605 2.109 -0.610
O -9.285 12.594 -3.543 -0.303 -0.385 -0.335 -0.219
F -10.836 13.781 -4.932 0.938 1.095 -0.259 -0.382
S -11.562 12.433 -1.578 -2.274 -0.800 3.174 1.005
O -10.430 11.600 -1.299 -0.383 0.569 -0.911 -0.437
O -12.860 11.762 -1.590 1.600 1.688 -0.382 -0.636
F -11.585 13.303 -0.238 -0.449 0.680 -0.446 -0.288
O -4.333 9.810 -7.227 -0.223 0.020 0.138 -0.196
H -4.372 9.858 -8.183 -0.263 0.167 -0.231 0.128
H -3.417 9.988 -7.014 0.406 -0.392 0.350 0.100
O -5.675 7.497 -6.070 -1.320 0.077 -0.576 -0.413
H -4.870 7.085 -5.756 0.515 -0.357 -0.126 0.314
H -5.383 8.117 -6.738 0.278 0.266 -0.322 0.079
O -6.647 7.125 -9.100 -0.035 -0.699 -0.022 -0.607
H -5.750 7.293 -9.386 0.234 -0.041 -0.010 0.282
H -6.981 7.984 -8.839 -0.365 0.590 0.272 0.428
O -2.539 13.085 -7.834 -0.201 0.250 0.047 -0.609
H -2.193 12.569 -7.106 0.144 -0.188 0.307 0.313
H -2.114 12.720 -8.611 0.050 -0.071 -0.206 0.286
O -4.675 12.953 -5.202 -0.415 -0.154 0.269 -0.321
H -4.395 13.360 -6.021 -0.030 -0.081 -0.552 0.195
H -4.270 13.485 -4.518 0.308 -0.051 0.428 0.238
O -7.499 14.439 -4.718 0.353 -0.195 -0.132 -0.526
H -7.766 14.850 -3.897 -0.460 0.035 0.324 0.309
H -6.694 14.894 -4.965 0.239 0.174 -0.203 0.237
```
Positions in Å, forces in eV/Å.

HOMO energy   -3.2 eV
Net charge   -3
DFT total energy   -246438.7046 eV
Spin multiplicity   1
Largest force on an atom   13.69 eV/Å
Orbital gap   6.9 eV

***

The following is a DFT calculation (wB97M-V/def2-TZVPD) of C6H18N4S as an isolated structure in a non-equilibrium geometry.

The geometry in XYZ format:
```
29
Properties=species:S:1:pos:R:3:forces:R:3:mulliken_charge:R:1
C 0.962 -0.268 0.965 2.423 -0.216 3.508 0.779
C 1.412 -1.164 -1.849 1.400 -0.572 0.454 -1.078
C -2.012 -1.685 0.883 -0.585 -1.814 -0.442 -0.680
C -2.398 0.301 -0.353 -2.489 3.538 -0.828 -0.942
C 1.058 2.885 -0.662 -0.810 1.777 -1.365 -0.826
C -0.066 -0.407 0.032 -1.763 2.522 -1.757 -0.397
N 2.266 -0.221 0.499 -2.875 0.978 -0.998 -0.361
N 0.131 -0.712 -1.256 3.051 -2.021 3.483 -0.106
N 0.703 -0.445 2.337 1.532 -0.052 -1.585 -0.339
N -1.471 -0.347 0.577 1.099 1.822 0.885 -0.029
S 0.173 1.964 0.592 0.309 -0.615 -0.225 0.129
H 1.221 -1.760 -2.724 -0.459 -0.318 -0.193 0.348
H 1.943 -0.290 -2.202 0.216 0.316 -0.218 0.453
H 2.138 -1.717 -1.190 -1.449 0.433 -0.634 0.367
H -1.847 -1.859 1.963 0.109 -0.604 -0.820 0.392
H -3.111 -1.542 0.720 1.085 -1.019 0.335 0.348
H -1.552 -2.461 0.122 -1.058 1.420 1.878 0.279
H -3.393 0.001 -0.067 -0.231 -0.174 -0.047 0.369
H -2.498 1.438 -0.319 0.985 -1.410 0.696 0.349
H -2.356 0.192 -1.431 0.832 -1.117 -0.015 0.446
H 0.522 3.098 -1.670 0.496 -0.521 1.933 0.310
H 2.089 2.661 -0.936 0.129 -0.537 0.537 0.365
H 1.140 3.868 -0.088 -0.121 -0.902 -0.790 0.355
H 2.381 0.411 -0.310 0.265 -0.767 0.932 0.140
H 3.051 -0.368 1.054 1.263 -0.112 1.397 0.226
H -0.418 -0.465 -1.974 -3.229 1.312 -2.469 0.130
H -0.094 -0.821 2.814 -0.599 -0.288 -0.693 0.101
H 1.495 -0.569 2.953 0.313 0.468 -0.237 0.284
H -1.469 0.280 1.519 0.161 -1.526 -2.724 0.591
```
Positions in Å, forces in eV/Å.

HOMO energy (spin up / spin down)   -16.5 / -16.5 eV
Net charge   +2
DFT total energy   -23289.5187 eV
Spin multiplicity   1
Largest force on an atom   5.05 eV/Å
Relative energy (zero: lowest compared OMol25 entry of this formula, charge and spin)   34.8 kcal per mole
Orbital gap (spin up / spin down)   7.7 / 7.7 eV